(1)
{
  "formula": "C48H42CaCl5N4O6P",
  "method": "wB97M-V/def2-TZVPD",
  "total_energy_ev": -159047.501,
  "charge": -2,
  "largest_force_ha_per_bohr": 0.0130,
  "orbital_gap_ev": 6.315,
  "symbols": ["Ca", "Cl", "C", "C", "C", "Cl", "C", "Cl", "C", "Cl", "C", "Cl", "N", "C", "C", "C", "C", "C", "C", "C", "C", "C", "C", "C", "C", "N", "C", "C", "C", "C", "N", "H", "H", "H", "H", "H", "H", "H", "H", "H", "H", "O", "C", "C", "O", "O", "C", "C", "C", "C", "C", "C", "C", "C", "C", "C", "C", "C", "H", "H", "H", "H", "H", "H", "H", "H", "H", "H", "H", "C", "O", "P", "O", "C", "O", "C", "H", "H", "H", "H", "H", "H", "H", "H", "H", "C", "N", "C", "C", "C", "C", "C", "C", "C", "C", "H", "H", "H", "H", "H", "H", "H", "H", "H", "H", "H", "H"],
  "coordinates": [[-0.120, 0.124, 0.136], [2.467, 1.727, 1.796], [1.070, 2.145, 2.783], [-0.150, 1.600, 2.415], [-1.195, 1.959, 3.248], [-2.800, 1.333, 2.885], [-1.071, 2.779, 4.367], [-2.428, 3.169, 5.375], [0.182, 3.298, 4.682], [0.384, 4.330, 6.058], [1.273, 2.982, 3.877], [2.835, 3.633, 4.254], [7.106, -5.527, -5.479], [6.449, -4.853, -4.817], [5.629, -4.011, -3.988], [4.263, -4.265, -3.877], [3.485, -3.449, -3.075], [4.052, -2.374, -2.395], [5.419, -2.133, -2.512], [6.212, -2.947, -3.302], [3.191, -1.503, -1.539], [3.028, -0.193, -1.958], [3.649, 0.435, -3.093], [3.347, 1.765, -3.008], [2.529, 1.902, -1.842], [2.324, 0.762, -1.231], [2.721, -2.108, -0.360], [3.264, -3.293, 0.214], [2.721, -3.397, 1.477], [1.849, -2.291, 1.604], [1.834, -1.524, 0.525], [3.823, -5.095, -4.413], [2.425, -3.638, -2.963], [5.849, -1.300, -1.971], [7.274, -2.767, -3.388], [4.245, -0.054, -3.849], [3.641, 2.553, -3.684], [2.074, 2.812, -1.474], [3.997, -3.941, -0.241], [2.906, -4.157, 2.221], [1.237, -2.056, 2.465], [-0.714, -1.876, -1.908], [-2.117, -2.123, -2.025], [-2.825, -1.409, -0.818], [-4.054, -1.316, -0.839], [-2.044, -1.059, 0.106], [-2.701, -1.617, -3.341], [-2.024, -0.704, -4.137], [-2.579, -0.243, -5.326], [-3.820, -0.694, -5.735], [-4.513, -1.597, -4.937], [-3.961, -2.051, -3.752], [-2.321, -3.639, -1.898], [-3.448, -4.193, -1.297], [-3.588, -5.571, -1.192], [-2.608, -6.417, -1.685], [-1.481, -5.872, -2.285], [-1.341, -4.497, -2.388], [-0.367, -1.543, -2.742], [-1.091, -0.260, -3.819], [-2.037, 0.495, -5.902], [-4.257, -0.334, -6.659], [-5.496, -1.943, -5.233], [-4.521, -2.730, -3.127], [-4.206, -3.533, -0.895], [-4.465, -5.978, -0.703], [-2.715, -7.492, -1.593], [-0.700, -6.518, -2.667], [-0.445, -4.081, -2.828], [-3.988, -1.876, 2.752], [-2.932, -2.124, 3.691], [-1.435, -2.169, 3.048], [-1.394, -3.726, 2.577], [-0.830, -4.070, 1.308], [-0.617, -2.356, 4.457], [-0.348, -1.112, 5.110], [-4.543, -2.803, 2.592], [-3.613, -1.509, 1.795], [-4.651, -1.124, 3.180], [0.117, -4.589, 1.459], [-0.656, -3.187, 0.691], [-1.534, -4.725, 0.793], [0.201, -0.432, 4.452], [0.256, -1.335, 5.988], [-1.275, -0.624, 5.423], [-4.652, 4.166, -0.175], [-4.280, 2.783, -0.284], [-5.129, 1.999, -1.150], [-2.862, 2.453, -0.335], [-2.097, 2.534, -1.652], [-2.537, 3.367, -2.679], [-1.854, 3.429, -3.887], [-0.719, 2.649, -4.050], [-0.293, 1.840, -2.998], [-0.938, 1.732, -1.754], [-5.659, 4.243, 0.255], [-4.669, 4.728, -1.125], [-3.965, 4.681, 0.499], [-6.169, 2.088, -0.817], [-4.841, 0.948, -1.090], [-5.088, 2.304, -2.209], [-2.767, 1.424, 0.023], [-2.357, 3.071, 0.416], [-3.427, 3.970, -2.550], [-2.210, 4.070, -4.687], [-0.170, 2.662, -4.988], [0.599, 1.245, -3.188]],
  "forces_ev_per_a": [[0.60, 0.21, -0.22], [-0.10, 0.09, 0.11], [0.18, -0.08, -0.06], [0.12, -0.03, -0.14], [-0.35, -0.13, -0.06], [0.13, 0.02, 0.09], [0.05, 0.04, 0.06], [-0.01, -0.01, -0.01], [0.03, 0.02, -0.01], [0.00, 0.00, 0.01], [-0.06, 0.00, 0.05], [0.03, 0.00, 0.01], [0.00, 0.01, 0.00], [0.01, -0.04, -0.01], [0.07, -0.05, -0.07], [0.00, 0.08, 0.06], [0.04, -0.01, -0.01], [-0.08, 0.06, 0.04], [-0.01, -0.03, -0.03], [-0.10, 0.03, 0.05], [0.13, -0.19, -0.05], [-0.16, 0.10, 0.00], [0.06, -0.05, -0.02], [0.01, 0.02, -0.01], [0.03, 0.07, 0.06], [-0.15, -0.14, 0.04], [-0.07, 0.12, -0.03], [0.02, -0.06, 0.04], [0.05, -0.02, -0.06], [0.03, 0.02, 0.08], [-0.24, 0.00, 0.13], [0.01, -0.01, -0.01], [-0.01, 0.01, 0.00], [0.01, 0.00, 0.00], [0.01, -0.01, -0.02], [-0.01, 0.00, 0.00], [0.00, 0.01, 0.01], [-0.02, 0.00, -0.01], [0.00, -0.01, 0.01], [0.01, 0.00, 0.00], [-0.01, 0.02, -0.01], [0.06, 0.17, -0.10], [0.02, -0.01, 0.04], [0.05, -0.07, 0.06], [0.04, -0.05, -0.09], [-0.20, 0.08, 0.13], [0.01, -0.13, 0.01], [-0.07, 0.06, -0.01], [0.06, -0.01, 0.06], [-0.03, 0.01, -0.05], [-0.02, -0.01, 0.00], [0.03, 0.04, -0.02], [-0.03, 0.04, 0.05], [0.00, -0.03, 0.00], [-0.02, 0.03, 0.01], [0.00, -0.04, -0.01], [0.00, -0.02, -0.01], [0.03, -0.01, 0.02], [-0.06, 0.01, -0.01], [0.01, -0.03, 0.00], [-0.02, 0.01, -0.01], [0.00, 0.00, 0.01], [0.00, 0.00, 0.00], [0.01, -0.02, -0.01], [0.00, 0.00, 0.00], [0.00, -0.01, -0.01], [0.01, 0.00, 0.00], [0.00, -0.01, 0.01], [-0.01, 0.02, 0.00], [-0.03, -0.01, 0.05], [-0.01, 0.07, 0.01], [0.11, -0.07, -0.24], [-0.05, -0.09, 0.05], [-0.02, -0.01, -0.04], [-0.06, 0.14, 0.12], [0.01, -0.07, 0.01], [0.01, 0.00, -0.03], [0.00, 0.02, 0.00], [0.00, -0.02, 0.01], [-0.02, 0.01, -0.01], [-0.01, -0.01, 0.00], [0.01, -0.01, 0.01], [-0.01, 0.01, 0.02], [0.01, 0.00, -0.01], [0.01, 0.00, 0.01], [0.00, 0.05, 0.01], [0.01, 0.01, -0.02], [0.00, -0.02, -0.02], [-0.02, 0.01, 0.01], [-0.12, -0.06, 0.20], [-0.01, -0.01, 0.01], [0.03, 0.01, -0.07], [-0.04, 0.03, 0.00], [0.07, -0.05, 0.04], [0.03, 0.00, -0.15], [0.00, -0.01, -0.01], [0.00, -0.01, -0.01], [0.01, -0.02, 0.00], [0.00, 0.01, 0.01], [0.00, 0.01, 0.00], [0.00, 0.00, 0.00], [-0.01, 0.00, -0.02], [0.01, 0.01, -0.02], [-0.03, 0.00, 0.00], [0.00, 0.00, 0.00], [0.00, 0.01, -0.01], [0.00, -0.01, 0.00]],
  "mulliken_charge": [1.7987, -0.2222, 0.8812, -1.4296, 0.8789, -0.1871, -0.5162, -0.2351, 0.5972, -0.2452, -0.4791, -0.2363, -0.6072, -0.0486, 0.6432, -0.8791, -0.1301, -0.3002, -0.0052, -0.9338, 1.3270, -0.6358, -0.6598, -1.0577, -0.7426, 0.4912, -0.1769, -0.9043, -1.8761, -0.6577, 0.5812, 0.4501, 0.7717, 0.5361, 0.4374, 0.5197, 0.4295, 0.4703, 0.4575, 0.4411, 0.8084, -0.1128, 2.9433, -1.1548, -0.8215, 0.7988, 0.1278, 0.1705, -0.7878, -0.6115, -0.7422, -0.4338, -0.4712, 0.0245, -1.0427, -0.4966, -0.7701, -0.2380, 0.1675, -0.4157, 0.4067, 0.3676, 0.3987, 0.3887, 0.4789, 0.3522, 0.3739, 0.3934, 0.2982, -0.1088, -0.4320, 0.9413, -0.6151, -0.1326, -0.4927, -0.5316, 0.2469, -0.3618, 0.2531, 0.3737, -0.1910, 0.1212, 0.0865, 0.2895, 0.2937, -0.9874, 0.3863, -0.6560, -0.0039, 0.7534, -0.4775, -1.2047, -0.7640, -0.4025, 0.7778, 0.3468, 0.2902, 0.2597, 0.3269, -0.0165, 0.3050, -0.8935, 0.2762, 0.1036, 0.3332, 0.4702, 0.0897]
}

=====

(2)
{
  "formula": "C48H42N12O11S2Ti",
  "method": "wB97M-V/def2-TZVPD",
  "total_energy_ev": -135641.707,
  "multiplicity": 3,
  "charge": -2,
  "largest_force_ha_per_bohr": 0.0150,
  "orbital_gap_ev": [5.118, 5.813],
  "symbols": ["Ti", "S", "C", "N", "N", "C", "C", "C", "C", "C", "C", "N", "N", "C", "C", "C", "C", "C", "C", "H", "H", "H", "H", "H", "H", "H", "H", "H", "H", "H", "C", "O", "C", "O", "N", "N", "H", "H", "H", "H", "H", "H", "S", "C", "C", "C", "N", "C", "C", "C", "C", "C", "N", "C", "C", "H", "H", "H", "H", "H", "H", "H", "H", "N", "C", "C", "C", "C", "C", "C", "C", "H", "H", "H", "H", "O", "N", "O", "C", "C", "C", "C", "O", "C", "C", "N", "O", "O", "N", "O", "O", "H", "H", "C", "C", "C", "C", "C", "C", "C", "C", "C", "C", "O", "O", "H", "H", "H", "H", "H", "H", "H", "H", "H", "H", "H"],
  "coordinates": [[-0.099, 1.020, 0.110], [-0.987, 2.788, 2.974], [0.502, 1.971, 3.565], [0.862, 2.478, 4.716], [1.983, 1.992, 5.362], [3.180, 1.378, 5.015], [3.844, 0.695, 6.044], [5.073, 0.092, 5.834], [5.681, 0.148, 4.588], [5.038, 0.848, 3.573], [3.816, 1.467, 3.772], [1.108, 0.871, 3.095], [1.147, 0.353, 1.874], [1.532, -1.013, 2.052], [0.858, -1.792, 2.994], [1.241, -3.104, 3.225], [2.321, -3.655, 2.541], [3.003, -2.875, 1.619], [2.605, -1.570, 1.366], [1.883, 2.159, 6.348], [3.369, 0.627, 7.018], [5.548, -0.443, 6.649], [6.634, -0.334, 4.413], [5.498, 0.920, 2.594], [3.366, 2.037, 2.980], [0.023, -1.347, 3.520], [0.696, -3.698, 3.950], [2.628, -4.677, 2.730], [3.846, -3.287, 1.076], [3.142, -0.975, 0.646], [-2.984, 1.042, 4.633], [-2.286, 0.459, 3.558], [-2.011, 1.281, 2.453], [-1.374, 0.548, 1.566], [-3.283, 1.794, 1.932], [-3.030, 2.434, 0.651], [-2.898, 0.348, 5.468], [-4.046, 1.175, 4.394], [-2.545, 2.003, 4.918], [-3.584, 2.538, 2.557], [-3.827, 3.034, 0.463], [-3.091, 1.692, -0.048], [0.738, -6.947, -2.035], [0.841, -5.216, -1.642], [0.071, -4.718, -0.605], [0.195, -3.371, -0.287], [0.999, -2.543, -0.933], [1.716, -3.027, -1.940], [1.689, -4.357, -2.328], [0.478, -6.876, -3.789], [-0.399, -5.967, -4.370], [-0.566, -5.995, -5.743], [0.055, -6.855, -6.555], [0.890, -7.717, -5.985], [1.141, -7.765, -4.621], [-0.610, -5.357, -0.059], [-0.387, -2.936, 0.521], [2.342, -2.311, -2.464], [2.294, -4.705, -3.156], [-0.922, -5.237, -3.766], [-1.238, -5.290, -6.218], [1.403, -8.401, -6.653], [1.845, -8.479, -4.213], [6.139, 0.668, -4.144], [5.202, 0.719, -3.478], [4.025, 0.775, -2.646], [2.764, 0.559, -3.200], [1.642, 0.587, -2.386], [1.729, 0.828, -1.009], [3.003, 1.078, -0.494], [4.141, 1.045, -1.284], [2.671, 0.367, -4.263], [0.678, 0.398, -2.845], [3.106, 1.318, 0.559], [5.119, 1.225, -0.853], [-0.449, 8.895, -0.014], [-1.033, 7.997, -0.598], [-1.971, 8.172, -1.357], [-0.581, 6.618, -0.376], [-1.203, 5.583, -1.063], [-0.781, 4.286, -0.838], [0.242, 3.985, 0.112], [0.514, 2.766, 0.430], [0.870, 5.091, 0.706], [0.457, 6.398, 0.493], [2.034, 4.929, 1.598], [2.421, 5.922, 2.197], [2.572, 3.845, 1.649], [-1.402, 3.267, -1.544], [-0.997, 2.009, -1.451], [-2.359, 3.520, -2.313], [-2.003, 5.764, -1.762], [0.951, 7.209, 1.001], [-7.207, 0.712, -1.821], [-5.752, 0.318, -1.841], [-4.916, 0.737, -2.864], [-3.572, 0.375, -2.912], [-2.710, 0.869, -4.041], [-3.060, -0.408, -1.878], [-3.886, -0.867, -0.843], [-3.360, -1.761, 0.249], [-5.225, -0.497, -0.846], [-1.606, -0.803, -1.874], [-1.110, -1.479, -2.750], [-0.952, -0.361, -0.826], [-7.374, 1.625, -2.393], [-7.554, 0.880, -0.801], [-7.834, -0.071, -2.257], [-5.311, 1.374, -3.649], [-2.167, 1.757, -3.716], [-3.330, 1.139, -4.898], [-1.991, 0.111, -4.349], [-2.626, -1.240, 0.866], [-2.871, -2.642, -0.177], [-4.175, -2.095, 0.891], [-5.866, -0.844, -0.042]],
  "forces_ev_per_a": [[-0.40, -0.04, 0.27], [0.07, 0.01, 0.06], [-0.07, -0.27, -0.08], [0.24, 0.24, -0.03], [-0.13, -0.11, 0.24], [-0.13, 0.09, 0.02], [0.10, -0.06, 0.04], [-0.04, 0.02, 0.01], [-0.03, 0.05, -0.01], [0.02, -0.02, -0.04], [-0.04, 0.03, 0.01], [0.05, -0.03, 0.05], [-0.11, 0.09, 0.02], [0.11, 0.14, -0.17], [-0.12, -0.09, -0.06], [0.03, 0.00, 0.00], [-0.03, 0.05, 0.02], [-0.05, -0.02, -0.01], [0.07, -0.03, -0.02], [0.03, 0.00, -0.09], [-0.02, -0.03, -0.01], [0.00, 0.01, 0.01], [0.00, -0.02, -0.02], [0.01, 0.01, 0.00], [-0.12, 0.03, -0.11], [0.00, 0.01, 0.01], [0.00, -0.01, 0.01], [0.00, -0.01, 0.00], [0.01, 0.01, 0.01], [-0.02, -0.03, -0.03], [-0.09, -0.02, 0.00], [0.12, -0.05, 0.26], [0.13, 0.17, 0.14], [-0.09, 0.16, -0.73], [-0.15, 0.08, -0.06], [-0.01, -0.07, 0.03], [-0.02, 0.00, 0.01], [0.00, 0.01, 0.01], [0.01, -0.03, 0.01], [-0.03, -0.01, -0.06], [0.03, -0.02, 0.01], [-0.04, 0.05, 0.08], [0.11, -0.04, -0.14], [-0.12, 0.00, 0.02], [0.01, 0.01, 0.01], [0.00, 0.03, 0.09], [0.12, 0.01, -0.12], [-0.04, -0.03, 0.03], [-0.02, 0.00, -0.02], [-0.03, 0.10, 0.11], [0.02, 0.07, -0.01], [0.03, -0.05, -0.01], [-0.01, 0.03, 0.00], [-0.02, 0.02, 0.06], [-0.02, -0.14, -0.04], [-0.02, 0.00, 0.00], [0.03, -0.01, 0.02], [0.02, 0.00, 0.01], [0.02, -0.01, 0.02], [-0.01, 0.01, -0.02], [-0.01, 0.01, 0.00], [0.00, -0.02, 0.00], [0.03, 0.01, -0.02], [0.05, 0.00, -0.03], [-0.22, 0.02, 0.15], [0.17, -0.04, -0.16], [-0.02, 0.00, 0.00], [0.00, -0.10, 0.02], [0.12, -0.24, -0.19], [0.03, 0.22, 0.01], [0.00, 0.01, 0.06], [0.01, -0.01, 0.00], [0.01, -0.01, 0.04], [0.00, -0.02, 0.00], [-0.01, 0.02, -0.01], [-0.09, 0.00, -0.07], [0.06, -0.28, 0.00], [0.08, 0.08, 0.08], [-0.12, 0.25, -0.08], [-0.03, 0.09, -0.05], [-0.13, -0.17, -0.13], [-0.02, -0.38, 0.08], [0.25, 0.62, 0.15], [0.31, 0.18, 0.30], [0.09, 0.04, 0.01], [-0.25, -0.04, -0.26], [0.00, -0.12, 0.07], [0.09, 0.08, 0.09], [0.27, -0.02, 0.13], [-0.07, 0.00, 0.22], [-0.14, 0.08, -0.03], [0.01, 0.00, 0.02], [-0.01, -0.01, 0.00], [0.01, -0.01, 0.01], [-0.01, -0.01, 0.00], [0.01, 0.03, 0.00], [0.02, 0.01, -0.06], [0.00, -0.05, -0.02], [-0.08, -0.23, 0.03], [0.00, 0.05, 0.02], [0.05, 0.00, -0.03], [0.00, 0.04, 0.01], [0.04, 0.34, 0.25], [-0.04, -0.09, -0.11], [0.24, -0.67, -0.30], [0.00, 0.01, 0.00], [0.00, 0.00, 0.00], [0.00, -0.01, 0.00], [0.00, 0.01, 0.00], [-0.02, -0.04, -0.03], [-0.01, 0.01, 0.00], [-0.01, -0.01, -0.01], [-0.01, 0.06, 0.01], [-0.01, 0.00, 0.01], [0.00, -0.01, -0.01], [0.00, 0.01, 0.01]],
  "lowdin_spin": [0.0255, -0.0002, 0.0129, 0.2074, 0.0503, 0.0072, 0.0051, 0.0006, 0.0077, 0.0006, 0.0098, 0.2646, 0.3344, 0.0166, 0.0203, -0.0012, 0.0203, -0.0022, 0.0207, 0.0009, 0.0005, -0.0002, 0.0005, -0.0002, 0.0009, 0.0000, -0.0002, 0.0016, -0.0006, 0.0009, 0.0000, 0.0001, -0.0019, 0.0118, 0.0002, 0.0012, 0.0000, 0.0001, 0.0000, 0.0003, 0.0004, 0.0002, 0.0000, 0.0002, 0.0001, 0.0001, 0.0002, 0.0002, 0.0000, 0.0000, 0.0000, 0.0000, 0.0000, 0.0000, 0.0000, 0.0000, 0.0000, 0.0000, 0.0000, 0.0000, 0.0000, 0.0000, 0.0000, -0.0001, 0.0000, 0.0000, 0.0006, 0.0016, 0.0056, 0.0033, 0.0006, 0.0001, 0.0004, 0.0016, 0.0001, 0.0016, -0.0020, -0.0086, 0.0101, 0.1077, -0.0014, 0.0236, 0.0119, 0.0073, 0.0798, -0.0003, -0.0041, 0.0018, 0.3160, 0.0976, 0.3053, 0.0099, 0.0043, 0.0000, -0.0001, 0.0007, 0.0004, 0.0008, 0.0010, 0.0000, 0.0000, 0.0003, 0.0004, 0.0000, 0.0043, 0.0000, 0.0000, 0.0000, 0.0000, 0.0005, 0.0000, 0.0000, 0.0000, 0.0000, 0.0000, 0.0000]
}